No. 1
C14H42O14 | ωB97M-V with the def2-TZVPD basis set

```
70
Properties=species:S:1:pos:R:3:nbo_charge:R:1
O 2.456 -0.348 3.040 -0.7378
O 1.878 -2.151 -3.046 -0.7312
O 2.873 1.153 -3.826 -0.6933
O 4.242 -2.218 4.480 -0.7496
O -0.187 -1.000 1.243 -0.7237
O -1.531 5.624 -0.206 -0.7159
O -4.052 3.967 3.863 -0.7397
O -1.220 1.403 -0.251 -0.7508
O -3.442 -3.120 -1.623 -0.7227
O -3.203 -5.471 -3.108 -0.7522
O 4.696 -1.699 1.167 -0.7119
O -3.659 5.220 1.085 -0.7496
O 2.266 -3.115 1.386 -0.7372
O -1.512 4.062 -2.891 -0.7372
C -2.551 4.939 -2.370 -0.1095
C -2.800 -5.415 -1.664 -0.0918
C -1.926 6.052 -1.419 -0.0880
C -1.165 0.013 -0.669 -0.1001
C 2.841 -1.884 4.775 -0.0835
C 2.571 0.042 -3.077 -0.0783
C 3.955 -1.924 -0.014 -0.1063
C -3.114 3.617 2.802 -0.0817
C -0.034 -0.793 -0.111 -0.1095
C -3.822 3.879 1.368 -0.0953
C 2.472 -0.471 4.442 -0.0865
C -2.446 -4.013 -1.136 -0.0900
C 2.953 -3.065 0.139 -0.0972
C 2.721 -1.237 -3.823 -0.0990
H 3.500 -3.992 -0.028 0.1590
H -3.723 -3.431 -2.486 0.4798
H 4.861 -1.926 5.153 0.4786
H -3.240 3.221 0.723 0.1572
H -2.248 4.271 2.904 0.1617
H 4.586 -1.743 -0.885 0.1943
H -3.285 4.321 -1.852 0.1787
H 2.358 -1.328 -4.846 0.1826
H 2.164 -2.575 4.271 0.1904
H -3.882 -6.138 -3.235 0.4795
H -3.712 -5.744 -1.166 0.1692
H -2.737 5.359 0.858 0.4923
H -4.848 3.539 1.229 0.1844
H 3.736 0.991 -4.213 0.4508
H 2.220 -3.035 -3.199 0.4680
H -2.515 -3.831 -0.063 0.2007
H 3.787 -1.465 -3.832 0.1568
H -1.047 1.390 0.693 0.4676
H -2.160 -0.222 -0.290 0.1905
H -1.256 -0.066 -1.752 0.1932
H -3.185 5.262 -3.195 0.1875
H 2.673 -2.009 5.845 0.1736
H 2.826 -3.512 2.057 0.4780
H -2.858 2.568 2.951 0.1665
H 0.127 -1.674 -0.733 0.1763
H -1.416 -3.771 -1.397 0.1555
H 3.336 -1.049 -0.212 0.1432
H 1.547 0.314 -2.821 0.1915
H -1.039 6.497 -1.870 0.1687
H 1.484 -0.313 4.873 0.1667
H -2.005 -6.101 -1.375 0.1724
H -0.675 5.221 -0.369 0.4895
H 0.551 -1.592 1.409 0.4960
H -4.648 4.641 3.528 0.4681
H -1.315 3.417 -2.209 0.4755
H 2.116 -3.055 -0.560 0.1955
H 0.875 -0.227 -0.313 0.1554
H -2.695 6.824 -1.456 0.1859
H 2.090 0.471 2.699 0.4833
H 3.201 0.023 -2.188 0.1552
H 3.077 0.315 4.894 0.1676
H 4.114 -1.891 1.905 0.4820
```

The max |F| is 4.85 eV/Å. Its total charge is 0. The LUMO energy is 0.0128 hartree. The HOMO energy comes out at -0.339 Eh. For the energy above the lowest of the compared OMol25 structures with the same formula, charge and spin, the calculation gives 3.339 eV. As for the SMILES: OCCO.OCCO.OCCO.OCCO.OCCO.OCCO.OCCO.

***

No. 2
C39H94ClN6O15 | ωB97M-V with the def2-TZVPD basis set

```
155
Properties=species:S:1:pos:R:3:lowdin_charge:R:1
Cl -0.276 -3.470 -1.542 0.5708
O 0.181 -3.591 -0.209 -0.4120
O 4.097 2.308 3.485 -0.1948
O -5.130 9.081 -1.705 -0.1920
O 8.843 0.612 0.535 -0.1754
O 0.285 -4.622 -2.211 -0.4002
O -0.986 -7.536 5.961 -0.1929
O 7.774 2.822 5.333 -0.1970
O -1.670 -3.570 -1.518 -0.3628
O -6.877 4.343 3.121 0.0006
O -0.513 -5.106 -8.458 -0.2187
O 0.284 -2.191 -1.969 -0.3959
O -0.239 -10.491 2.648 -0.1977
O 4.881 -8.213 -8.343 -0.1954
O 6.290 3.751 -0.869 -0.2064
O -2.630 5.838 -5.872 -0.2015
N 3.036 -5.784 -9.273 -0.0927
N -2.678 7.403 -2.418 -0.0356
N -8.061 3.746 2.973 -0.1504
N -1.695 -8.491 3.525 -0.0510
N 6.613 1.047 -0.814 -0.0171
N 5.740 0.857 4.806 -0.0283
C -10.409 3.308 3.784 -0.1152
C 8.526 3.961 5.721 -0.1212
C 7.508 1.932 6.447 -0.2005
C -3.848 6.149 -6.607 -0.0898
C -6.278 9.835 -1.870 -0.1264
C -9.379 1.657 2.258 -0.1858
C -2.624 -7.573 4.186 -0.2155
C -9.044 4.064 4.048 -0.4826
C -8.017 2.286 2.448 -0.4432
C -9.412 5.524 3.862 -0.0613
C -2.348 -9.218 2.350 -0.1685
C 6.445 3.113 -2.200 -0.1820
C 0.935 -11.067 1.890 -0.0657
C 5.696 5.076 -1.050 -0.1033
C 6.850 0.684 5.793 -0.2007
C -2.718 5.961 -4.440 -0.2145
C -7.106 1.354 3.303 -0.0289
C 10.218 0.399 0.960 -0.0959
C 7.165 1.746 -2.015 -0.2036
C 4.189 -5.765 -8.356 -0.1735
C 4.373 -7.124 -7.591 -0.2201
C 4.613 1.458 5.591 -0.2053
C 7.177 -0.360 -0.876 -0.1943
C -0.228 -6.968 6.906 -0.1965
C -3.922 9.625 -2.206 -0.2382
C 3.499 1.829 4.688 -0.2496
C 8.633 -0.345 -0.489 -0.2832
C -1.240 -10.085 1.665 -0.2208
C 5.061 -9.395 -7.566 -0.1206
C -1.826 -6.631 5.165 -0.1415
C 3.047 2.817 2.585 -0.0711
C -2.697 8.796 -1.870 -0.1875
C -2.608 7.399 -3.901 -0.2129
C -0.618 -3.896 -7.634 -0.0665
C -10.227 1.764 3.487 -0.1846
C -7.381 2.333 0.988 -0.0348
C 1.740 -5.812 -8.596 -0.1949
C -8.614 3.800 5.551 -0.0088
C 0.544 -5.079 -9.400 -0.1942
H 0.259 -3.793 -6.995 0.0787
H 10.342 1.214 1.673 0.0898
H -6.783 0.497 2.713 0.0867
H 5.505 3.038 -2.747 0.1152
H -7.550 1.021 4.241 0.0641
H 8.433 1.692 6.971 0.1080
H -3.837 10.586 -1.699 0.1184
H -9.504 3.911 6.170 0.0762
H -3.535 -8.009 4.595 0.1110
H -3.566 5.366 -4.101 0.1171
H 0.520 -7.664 7.284 0.0848
H 2.903 3.834 2.950 0.0771
H -0.795 -9.464 0.888 0.1049
H 2.906 2.671 5.046 0.1157
H 5.094 -10.320 -8.142 0.0776
H -1.103 -5.985 4.666 0.1178
H 7.190 3.736 -2.696 0.1070
H -1.790 9.323 -2.166 0.1193
H -9.663 5.648 2.809 0.0887
H 4.358 -9.654 -6.773 0.0852
H -6.314 2.440 1.182 0.0738
H 5.462 -0.111 4.742 0.1009
H -2.679 8.669 -0.788 0.1140
H 0.293 -6.047 6.644 0.0883
H 6.823 1.218 -2.905 0.0995
H 2.850 0.970 4.516 0.1209
H -7.723 4.407 5.713 0.0782
H -0.647 -3.012 -8.271 0.0774
H 5.160 5.429 -0.169 0.0818
H 8.241 1.733 -2.191 0.1119
H 1.515 -6.874 -8.497 0.1087
H -9.818 1.271 4.369 0.0984
H -10.329 5.743 4.409 0.0854
H 11.014 0.487 0.221 0.0756
H -3.612 7.082 -2.207 0.0935
H -3.148 -9.847 2.741 0.1048
H 1.792 -10.726 2.471 0.0794
H -2.723 -8.508 1.613 0.1090
H 7.173 -0.942 -1.798 0.1101
H -10.899 3.230 4.755 0.0976
H -2.511 -5.999 5.731 0.1120
H 6.483 5.708 -1.464 0.0764
H 9.522 3.667 6.053 0.0773
H -7.199 9.297 -1.647 0.0958
H -3.286 8.106 -4.379 0.0919
H 2.109 2.263 2.636 0.0798
H -9.318 0.618 1.934 0.1269
H 0.390 -5.706 -10.278 0.1088
H -1.666 7.685 -4.369 0.1196
H 6.650 -0.965 -0.138 0.1164
H -6.275 10.376 -2.817 0.0824
H 4.035 -4.942 -7.657 0.1159
H -7.515 1.414 0.417 0.0785
H 3.109 -6.462 -10.018 0.1034
H 7.610 0.124 5.249 0.1121
H -1.216 -7.815 2.948 0.1033
H -0.820 -6.835 7.811 0.0793
H 4.942 5.084 -1.837 0.0685
H -6.119 10.707 -1.236 0.0803
H 1.091 -10.579 0.928 0.0700
H -4.602 5.393 -6.392 0.0758
H 4.901 2.293 6.229 0.1127
H 5.074 -5.611 -8.972 0.1082
H -4.307 7.093 -6.313 0.0737
H 6.061 -9.327 -7.138 0.0810
H -1.859 5.414 -4.050 0.1233
H 8.743 -1.266 0.083 0.1087
H 8.833 4.474 4.810 0.0851
H 3.444 -7.443 -7.117 0.1133
H -1.690 -10.900 1.100 0.1083
H 4.312 0.617 6.217 0.1114
H 3.266 2.863 1.519 0.0783
H -8.587 6.165 4.175 0.0795
H -7.100 5.226 2.818 0.1035
H 9.342 -0.322 -1.317 0.1171
H -8.364 2.746 5.668 0.0627
H 6.995 2.524 7.205 0.1031
H -3.926 9.823 -3.278 0.1103
H 1.732 -5.340 -7.614 0.1088
H 0.864 -4.060 -9.619 0.1069
H 5.150 -6.928 -6.853 0.1131
H -6.249 1.968 3.579 0.0777
H -11.158 1.221 3.325 0.1058
H 5.630 0.985 -1.038 0.1052
H -1.475 -3.916 -6.961 0.0897
H 0.859 -12.137 1.693 0.0743
H 7.968 4.582 6.422 0.0861
H -3.062 -6.892 3.457 0.1032
H -11.128 3.683 3.055 0.1139
H 10.267 -0.646 1.266 0.0773
H -3.657 6.045 -7.675 0.0832
H -7.792 3.136 0.376 0.0774
H -9.824 2.261 1.467 0.1201
H 6.566 -0.023 6.572 0.1009
```

The max |F| is 6.23 eV/Å. Its total charge is -1. The LUMO energy is 0.0602 hartree. The HOMO energy comes out at -0.197 Eh.

***

No. 3
C4H6 | ωB97M-V with the def2-TZVPD basis set

```
10
Properties=species:S:1:pos:R:3:nbo_charge:R:1
C -0.766 0.218 -0.878 -0.0048
C -1.037 0.534 -2.009 -0.2539
C -0.451 -0.116 0.515 -0.4842
C 1.061 -0.246 0.804 -0.5974
H 1.366 -1.294 0.854 0.2111
H -0.886 0.665 1.145 0.2316
H -0.969 -1.043 0.790 0.2318
H 1.657 0.236 0.023 0.2197
H 1.314 0.222 1.761 0.2115
H -1.288 0.825 -3.004 0.2346
```

The max |F| is 0.45 eV/Å. Its total charge is 0. The LUMO energy is 0.0419 hartree. The HOMO energy comes out at -0.364 Eh. For the energy above the lowest of the compared OMol25 structures with the same formula, charge and spin, the calculation gives 0.673 eV. As for the SMILES: C#CCC.

***

No. 4
C5H12N2S3 | ωB97M-V with the def2-TZVPD basis set

```
22
Properties=species:S:1:pos:R:3:nbo_charge:R:1
S -1.911 1.340 1.339 0.4846
S 0.695 0.245 -2.459 0.2292
S -0.081 -0.745 0.356 0.4930
N 1.766 -1.819 -1.219 -0.2952
N -3.526 2.923 2.815 -0.7071
C 2.517 -2.043 -2.431 -0.4440
C 0.884 -0.856 -1.132 0.0136
C -2.797 2.898 1.558 -0.2938
C -0.401 0.928 0.514 -0.5996
C 2.062 -2.724 -0.136 -0.4402
H -3.878 1.978 3.038 0.4605
H -4.344 3.545 2.697 0.4723
H -0.470 0.774 -2.054 0.1643
H -2.333 3.822 1.254 0.2434
H 3.125 -2.963 -0.152 0.2559
H 1.501 -3.655 -0.252 0.2511
H 1.934 -1.778 -3.315 0.2452
H -2.988 3.273 3.630 0.4525
H 3.432 -1.445 -2.433 0.2519
H 1.816 -2.289 0.832 0.2386
H 2.792 -3.094 -2.496 0.2578
H 0.206 1.681 0.042 0.2658
```

The max |F| is 3.57 eV/Å. Its total charge is +2. The LUMO energy (spin up / spin down) is -0.3014 / -0.3023 hartree. The HOMO energy (spin up / spin down) comes out at -0.582 / -0.562 Eh. For the energy above the lowest of the compared OMol25 structures with the same formula, charge and spin, the calculation gives 1.388 eV.